Entry 1:
ORCA calculation (wB97M-V/def2-TZVPD) on a cluster of 2 separate species, CH2ClNOP2 in total at a distorted geometry.

The frontier orbital gap (alpha / beta) is 7.166 / 6.396 eV. The energy above the lowest of the compared OMol25 structures with the same formula, charge and spin is 311.76 kJ/mol. As for the charge: 0. As for the total energy: -1312.05351 a.u. The HOMO energy (alpha / beta) is -9.3 / -8.4 eV.

Structure (XYZ):
```
8
Properties=species:S:1:pos:R:3:forces:R:3
C 1.67306 0.64954 -0.75459 1.78 0.63 -1.02
N -0.74296 0.36537 1.36708 0.21 0.30 0.25
O 2.30492 1.17512 -1.59748 -1.63 -0.31 0.69
P -0.71751 0.02806 -0.14650 -0.40 -0.27 -0.25
P -2.79687 -0.59136 -0.45933 -0.44 1.22 -0.16
Cl 2.58327 -0.43197 0.38595 -0.16 -0.35 0.50
H 0.14956 0.71774 1.70364 0.21 0.01 0.10
H -2.45348 -1.91249 -0.49877 0.42 -1.22 -0.11
```
Forces are in eV/Å.

Charges computed using Löwdin, reported in e: number 1, C, carries -0.77; number 2, N, carries -0.34; number 3, O, carries -0.02; number 4, P, carries 0.49; number 5, P, carries 0.46; number 6, Cl, carries 0.48; number 7, H, carries -0.05; number 8, H, carries -0.26



Entry 2:
ORCA calculation (wB97M-V/def2-TZVPD) on the ion C22H39BBrF4N3O8P with charge +1 at a distorted geometry.

The frontier orbital gap is 6.036 eV. As for the structure (SMILES): C=CC[N@@+]1(Br)[C@@](OC#N)(OCC)[C@](F)(COCC)[C@@](CCP(=O)(OCC)OCC)(B(O)O)[C@@]1(CCN)C(F)(F)F. As for the charge: +1. As for the total energy: -4967.16394 a.u. The HOMO energy is -11.6 eV.

Structure (XYZ):
```
79
Properties=species:S:1:pos:R:3:forces:R:3
C 4.34691 -3.08125 0.17234 -0.02 0.86 -0.34
C 4.10351 -2.36667 -0.98900 -0.19 -0.72 0.68
C 3.41091 -1.03590 -0.99894 3.73 0.94 0.88
N 1.91252 -1.05767 -1.21342 0.60 -2.54 -1.20
Br 1.71096 -2.83782 -2.17144 -0.21 0.02 -0.04
C 1.19654 -1.16920 0.11116 1.29 3.15 3.34
O -0.13633 -1.58848 0.24089 -0.77 -0.36 -0.99
C -0.74121 -2.47658 -0.48794 -0.86 -3.06 -2.80
N -1.17842 -3.30858 -1.21583 1.04 2.99 2.80
O 1.92563 -1.64792 1.15887 -0.08 -1.00 -1.19
C 1.58720 -2.92960 1.70394 0.77 -1.04 1.19
C 0.72098 -2.84642 2.94885 -0.55 -0.06 -1.03
C 1.08212 0.37204 0.42228 -1.58 0.60 0.21
F 2.30591 0.98692 0.50671 0.65 -0.49 -0.63
C 0.48718 0.63047 1.83096 -0.17 -0.34 0.90
O 1.51492 0.70641 2.78689 -0.19 0.01 -0.43
C 1.63016 1.97336 3.42967 1.13 -0.06 0.73
C 3.10152 2.15313 3.78308 -0.37 -0.71 -0.49
C 0.42923 0.91824 -0.87111 0.93 0.71 0.97
C -1.13209 0.89227 -0.99318 -0.07 -0.28 0.09
C -1.93774 1.41708 0.19842 -1.54 -1.06 0.07
P -3.70523 1.23192 -0.31452 -0.62 1.16 -1.26
O -3.91095 2.12901 -1.44804 0.14 0.03 -0.55
O -4.69178 1.57979 0.89734 1.09 -0.60 0.28
C -4.17350 2.41134 1.94491 -0.49 0.71 0.61
C -3.99852 3.87391 1.53352 -0.51 -0.09 0.24
O -4.01699 -0.29155 -0.68094 0.02 0.27 1.19
C -4.19855 -1.13768 0.49155 0.09 -0.91 -0.39
C -4.18673 -2.61629 0.07314 0.00 0.97 0.38
B 0.56296 2.52503 -0.86020 0.27 0.98 -0.25
O 0.27124 3.29279 -1.97817 0.09 -1.00 0.06
O 0.79403 3.24422 0.29552 -0.42 -1.21 0.34
C 1.27782 0.10209 -1.96488 -2.38 1.56 -1.45
C 0.23357 -0.29186 -3.05831 0.82 -1.50 -0.38
C 0.66266 -0.89479 -4.41146 -0.35 -0.52 -0.69
N -0.42918 -1.80194 -4.82031 0.39 0.05 0.34
C 2.27890 0.96871 -2.75651 1.54 -0.91 -0.03
F 3.14107 1.62921 -1.96242 -0.52 0.59 -0.21
F 3.06642 0.18336 -3.54570 -0.26 0.08 0.18
F 1.67541 1.80229 -3.58973 0.11 0.09 0.44
H 3.90851 -4.04543 0.39755 1.51 -1.05 -0.89
H 5.02474 -2.64117 0.89931 -1.51 0.70 1.20
H 4.62857 -2.69652 -1.87642 -1.50 -0.80 -0.85
H 3.70455 -0.57477 -0.06396 -0.80 0.29 0.26
H 3.96130 -0.47139 -1.73602 -0.99 0.38 -0.48
H 1.20537 -3.65417 0.98841 -0.28 0.30 -0.42
H 2.52636 -3.37002 2.03396 0.32 0.25 -0.16
H -0.30481 -2.66832 2.63238 -0.20 0.32 0.32
H 1.07370 -2.08402 3.63095 0.03 0.11 0.13
H 0.70944 -3.82499 3.41572 0.18 -0.10 0.24
H -0.17442 -0.16383 2.17709 -0.17 -0.23 -0.44
H -0.08817 1.54386 1.86849 0.01 0.21 -0.37
H 1.35469 2.80950 2.79329 -0.46 -0.12 -0.21
H 1.05446 1.93245 4.35412 -0.38 0.29 -0.06
H 3.65182 1.99220 2.85978 0.27 0.36 -0.10
H 3.41866 1.35183 4.44256 0.05 0.08 0.37
H 3.29684 3.12976 4.20598 0.12 0.11 0.11
H -1.54897 -0.08535 -1.21708 0.22 -0.22 -0.03
H -1.42358 1.50424 -1.84186 0.04 0.11 -0.15
H -1.86199 0.81984 1.10139 0.52 0.07 0.15
H -1.87923 2.47856 0.41326 0.34 0.11 0.10
H -3.28436 1.99919 2.41841 0.25 -0.25 -0.33
H -4.92594 2.39433 2.72470 -0.18 -0.24 0.08
H -3.84184 4.00502 0.46767 0.29 -0.04 -0.11
H -3.23711 4.36194 2.13368 0.33 -0.01 -0.08
H -4.92048 4.39204 1.77735 -0.16 0.16 -0.19
H -3.39242 -0.92233 1.19503 0.05 -0.01 0.13
H -5.14533 -0.93924 0.97819 -0.06 0.51 -0.01
H -3.53325 -3.14220 0.75902 0.07 -0.41 -0.11
H -5.19307 -3.00221 0.16379 -0.09 -0.29 -0.16
H -3.83652 -2.69464 -0.94680 0.11 -0.24 -0.13
H 1.10792 3.64970 -2.29236 -0.16 0.63 -0.25
H 0.02064 3.80630 0.41126 0.32 0.80 -0.02
H -0.35366 0.56487 -3.34524 -0.21 0.30 0.54
H -0.39710 -1.05402 -2.61467 -0.39 0.17 0.08
H 0.70778 -0.13310 -5.18339 0.15 0.33 0.08
H 1.61335 -1.41906 -4.44301 0.22 0.21 0.33
H -0.42767 -2.57863 -4.16555 -0.29 -0.13 0.00
H -0.19183 -2.21362 -5.71496 -0.14 0.08 -0.16
```
Forces are in eV/Å.

Atom charges from the Löwdin analysis, given in e for atoms 1 to 8: number 1, C, carries 0.07; number 2, C, carries -0.23; number 3, C, carries -0.19; number 4, N, carries -0.16; number 5, Br, carries 1.12; number 6, C, carries -0.42; number 7, O, carries 0.09; number 8, C, carries -0.35



Entry 3:
ORCA calculation (wB97M-V/def2-TZVPD) on a structure of composition C16H29AuN4O2Ta at a distorted geometry.

The frontier orbital gap (alpha / beta) is 6.869 / 5.886 eV. The spin multiplicity is 2. As for the charge: +2. As for the total energy: -1188.64813 a.u. The HOMO energy (alpha / beta) is -14.5 / -14.9 eV.

Structure (XYZ):
```
53
Properties=species:S:1:pos:R:3:forces:R:3
N -1.94386 -0.95019 0.26248 -0.22 0.45 0.55
C -3.04608 -1.25812 0.70689 -1.91 -0.56 0.59
O -4.11621 -1.56056 1.10956 2.95 0.86 -1.06
Au -1.98078 1.78997 2.60630 -0.33 0.58 -0.90
Ta -0.05443 -0.37767 0.23151 -1.77 -0.64 -1.32
N 0.19376 1.35952 -0.62220 0.48 -0.72 1.20
N 0.78627 -1.82090 -0.75569 0.39 1.41 1.33
C -0.42650 2.16248 -1.66745 -0.06 0.19 -0.58
C 0.13983 -2.78915 -1.64751 -0.17 -0.32 -0.08
C -0.11953 3.64537 -1.48457 -0.10 0.15 -0.11
C 0.14245 1.71244 -3.00925 -0.12 0.01 -0.42
C -1.93048 1.96054 -1.62120 -0.28 0.14 -0.30
C -0.53281 -3.82371 -0.76201 -0.17 -0.51 -0.04
C 1.17541 -3.44222 -2.53866 -0.01 -0.18 -0.29
C -0.89208 -2.07138 -2.50117 -0.14 0.00 -0.46
H -0.43330 4.00326 -0.50155 0.00 0.03 0.00
H -0.68051 4.19432 -2.24899 0.13 0.00 0.22
H 0.93888 3.87254 -1.63331 -0.11 0.01 0.02
H 1.23106 1.83173 -3.03080 -0.20 0.03 -0.14
H -0.29605 2.33732 -3.79862 0.25 -0.22 0.08
H -0.09428 0.66336 -3.22353 0.00 0.29 0.07
H -2.24038 0.91025 -1.70007 0.16 0.17 -0.06
H -2.35713 2.50319 -2.47790 -0.09 -0.23 0.36
H -2.34888 2.38227 -0.69795 0.01 -0.04 -0.11
H 0.19519 -4.28646 -0.08651 -0.14 -0.05 -0.13
H -0.97333 -4.60107 -1.39749 0.06 0.03 0.27
H -1.32762 -3.37676 -0.15677 0.10 -0.12 -0.14
H 1.86765 -4.06716 -1.97179 0.00 0.04 -0.09
H 1.72967 -2.69125 -3.10456 0.04 -0.08 -0.03
H 0.64971 -4.08735 -3.24666 0.16 0.03 0.01
H -1.39087 -2.82210 -3.13031 0.06 0.33 0.10
H -0.40576 -1.33566 -3.15614 -0.17 -0.25 0.11
H -1.67026 -1.58012 -1.90294 0.21 -0.15 -0.28
C 1.59294 1.71265 -0.28284 -0.30 0.37 -0.38
H 2.04007 1.00571 0.43811 0.01 -0.10 0.00
H 2.22559 1.72685 -1.17871 -0.01 -0.09 0.26
H 1.60338 2.70078 0.19124 0.18 -0.28 0.05
C 2.14244 -2.10308 -0.24969 -0.03 -0.28 -0.48
H 2.41752 -1.39726 0.54653 0.03 0.00 0.03
H 2.20609 -3.11542 0.16617 0.02 0.22 0.03
H 2.87052 -1.99414 -1.06293 -0.04 -0.01 0.29
O 0.26483 -0.44035 2.07461 0.77 -0.43 2.22
N 0.32057 0.05786 3.39984 -1.20 0.20 -2.53
C -0.98747 0.47469 3.82425 0.86 -0.64 1.08
C -0.94946 1.43704 4.90347 -0.26 -0.33 0.38
C 0.23641 2.05261 5.21996 -0.05 0.90 0.23
C 1.42113 1.77766 4.53138 0.56 -0.44 0.19
C 1.43153 0.77156 3.60358 0.61 0.63 0.25
H -1.63861 -0.39373 3.86051 -0.27 0.09 0.08
H -1.85593 1.70726 5.46779 0.41 -0.44 -0.39
H 0.23214 2.84524 5.95830 0.02 -0.14 0.09
H 2.35156 2.28350 4.76096 -0.17 0.06 -0.02
H 2.28600 0.50385 2.98631 -0.14 0.02 0.27
```
Forces are in eV/Å.

Atom charges from the Löwdin analysis, given in e for atoms 1 to 8: number 1, N, carries -0.07; number 2, C, carries -0.35; number 3, O, carries 0.21; number 4, Au, carries 0.86; number 5, Ta, carries 1.79; number 6, N, carries -0.29; number 7, N, carries -0.28; number 8, C, carries -0.68